[1]
C39H44Cl2N3OP3Ru | wB97M-V/def2-TZVPD

XYZ file:
```
93
Properties=species:S:1:pos:R:3:forces:R:3
H 1.628399 5.365748 2.082575 -0.10 -0.19 -0.01
H -1.627610 -5.106981 7.239688 0.11 0.36 -0.24
C 5.108836 2.872181 -6.200431 -0.06 -0.08 0.13
C 1.971366 1.718557 -1.571717 0.84 1.01 -0.20
N -0.527079 -3.680200 10.151383 0.02 0.31 -1.33
C -0.535305 -3.001975 4.786881 -0.04 0.14 -3.34
H -0.102552 1.518723 -3.397040 -0.22 -0.09 -0.13
H -2.366063 3.381552 -1.685224 0.14 -0.36 0.09
H 0.880592 -1.288251 3.061743 -0.23 0.05 -0.27
H 2.821343 5.844582 -0.581834 -0.07 -0.13 -0.08
H 3.634571 0.148263 -7.470449 -0.02 -0.30 -0.01
H 4.357813 2.663140 0.432782 -0.09 0.26 0.12
C 3.375977 -0.907941 -7.387253 0.08 -0.25 0.19
C 2.721432 3.104370 -5.889480 0.09 -0.03 0.08
C 2.337971 4.922676 -0.924701 0.00 0.18 -0.08
H 1.500425 2.353909 -2.347184 0.28 -0.19 0.08
C 8.193021 -1.583898 -4.068650 -0.25 0.08 0.02
C -1.111505 1.130296 -3.231259 0.27 -0.22 0.19
C 0.789989 1.357306 0.547061 0.44 1.30 -0.27
H 1.673815 -1.852382 -1.968592 -0.29 0.09 0.33
C 1.561354 2.201288 -0.191404 -0.17 -0.71 0.78
C 3.938544 3.615357 -6.357532 -0.10 -0.09 0.08
H 3.970428 4.592205 -6.845008 -0.02 -0.33 0.15
H -1.859428 3.034467 -0.002472 0.02 -0.01 -0.22
P -1.502148 1.115095 -1.442313 -1.80 1.07 -1.48
C -1.193686 -4.093435 5.378085 -1.11 -2.05 3.40
H -3.768449 1.105278 -2.324905 0.25 0.00 0.20
H -1.506625 -3.458473 0.312329 0.09 0.14 0.22
H 2.744800 -3.320891 -5.060149 0.06 0.01 -0.27
H -3.346364 -0.439510 -1.518074 -0.14 0.36 0.00
C 2.844106 -3.013741 -8.463015 0.04 0.07 0.28
C 2.683009 -3.612902 -7.205108 0.05 0.18 -0.10
H 1.721705 1.431220 -4.950118 0.12 0.05 -0.12
N -0.535320 -2.872327 3.384192 0.14 -0.15 0.66
H 2.702088 -3.601773 -9.371077 0.04 0.17 0.29
C -0.519636 -3.470257 8.998870 0.03 0.00 -0.35
C 0.064590 -2.155342 6.974748 1.31 2.37 -3.48
C 0.086590 -2.025600 5.576678 1.13 1.66 3.85
C 3.847872 1.073174 -5.148349 -0.13 0.37 0.01
H 2.415730 -4.668688 -7.135349 0.04 0.33 -0.02
H 3.798798 3.017818 2.099954 0.04 0.08 -0.21
N -0.239700 -2.015454 1.345443 0.82 -0.68 -0.29
H 2.919866 4.498478 -1.748246 0.00 0.00 0.16
H -1.175705 0.102193 -3.605641 0.05 0.26 -0.02
H 0.530410 -1.388137 7.595656 -0.19 -0.26 -0.23
C 1.192202 4.424208 1.725163 -0.14 0.08 0.16
H 6.064539 3.259522 -6.563824 -0.36 -0.10 0.13
C 2.675091 1.847195 -5.282418 0.52 0.05 -0.07
H 9.265676 -1.749750 -3.954200 -0.34 0.05 -0.01
H -1.833995 1.770351 -3.754523 0.13 -0.17 0.22
H 0.186507 4.618983 1.334779 0.22 -0.04 0.04
H 8.119413 -2.390225 -6.078354 -0.17 0.13 0.31
P 3.655239 -0.660494 -4.526720 0.62 -0.05 -0.80
H 0.543128 -1.146773 5.105798 -0.21 -0.41 0.47
C 6.080765 -0.800639 -3.167869 0.10 -0.13 -0.60
H 4.476966 4.336367 1.088922 -0.03 -0.22 0.08
C 1.425223 0.356076 -1.655769 -0.33 -2.53 1.09
O 3.412671 1.777075 -1.676289 -1.22 -0.17 -0.06
H -3.735243 0.988387 -0.521944 0.04 -0.04 -0.24
C -1.597521 2.907670 -1.059575 0.50 -0.08 0.47
H 1.332832 5.167024 -1.283004 0.11 -0.03 0.09
C 0.152865 -1.953703 2.621410 -0.75 -0.01 0.15
C -1.084016 -3.125027 1.247873 0.02 0.59 0.68
H 5.695413 -2.001963 -6.347689 0.14 0.10 0.26
C 3.885700 3.412495 1.080279 0.18 0.12 0.09
C -0.533139 -3.277093 7.571099 0.24 -0.27 3.66
H -0.636571 3.400941 -1.251432 -0.23 -0.11 0.01
C 7.554061 -1.941153 -5.258406 -0.15 0.06 0.17
C -1.304364 -3.627827 2.495985 0.44 0.27 -0.60
H 5.494334 -0.373419 -2.350142 0.20 -0.09 -0.14
C 5.438337 -1.114224 -4.384834 0.31 -0.26 0.48
H 3.698215 1.544723 -2.583897 -0.26 0.11 0.17
C 6.181404 -1.719278 -5.413137 0.02 0.22 0.21
C 5.068168 1.615246 -5.588172 -0.24 0.08 -0.02
C 2.874137 -2.863756 -6.043305 0.22 0.41 -0.22
C -3.275872 0.650993 -1.455667 0.20 -0.30 0.37
C 1.356401 -0.904249 -1.550181 0.80 1.02 -0.93
H 7.951490 -0.739984 -2.091932 -0.14 -0.13 -0.25
H 5.989488 1.043122 -5.475720 -0.26 0.13 -0.07
P 2.250936 3.770330 0.444183 -0.07 -0.96 -0.51
H 1.803216 3.681456 -6.010682 0.25 -0.14 -0.01
Cl -1.328808 -1.892884 -1.596840 0.24 0.49 -0.01
H -1.741962 -4.811455 4.764657 0.32 0.17 0.44
H 0.536142 1.635917 1.582751 -0.10 -0.18 -0.53
H 1.124126 3.717002 2.559891 0.04 0.18 -0.14
C 3.181141 -1.661012 -8.550221 -0.06 -0.04 0.17
C 3.268839 -1.510825 -6.122035 -0.60 -0.25 -0.24
H 3.302003 -1.182273 -9.525781 -0.08 -0.19 0.34
C 7.452312 -1.018272 -3.021451 -0.02 -0.01 -0.13
Ru -0.150573 -0.311441 -0.221007 -0.47 0.04 1.42
Cl -1.829827 0.415552 1.406609 0.36 -0.31 -0.68
H -1.910972 -4.459664 2.795450 -0.02 0.04 0.03
C -1.157992 -4.239318 6.769994 -1.49 -1.89 -4.03
```
Positions in Å, forces in eV/Å.

The value obtained for the energy relative to the best compared isomer or geometry (same formula, charge and spin) is 0.086 eV. The LUMO energy (alpha / beta) is -6.46 / -8.43 eV. The value obtained for the highest occupied orbital energy (alpha / beta) is -9.57 / -12.31 eV. The spin multiplicity is 5. Its charge is +2.

***

[2]
C5H25NO6 | wB97M-V/def2-TZVPD

XYZ file:
```
37
Properties=species:S:1:pos:R:3:forces:R:3
H -0.821575 -1.833581 -3.064782 0.10 0.06 0.17
H -2.621543 1.046347 0.417911 -0.02 -0.05 0.04
C -0.661349 -2.056411 0.725419 0.67 -1.71 -0.01
N -0.592005 0.380162 0.660229 -0.28 1.45 0.14
O 0.673096 2.542877 -2.248882 -0.11 0.07 -0.38
H -1.470338 1.703674 -0.684148 0.23 0.22 -0.85
O -1.733319 -1.607876 -2.853617 -0.27 -0.25 -0.08
H 2.027406 -0.548650 -1.440272 0.04 0.01 -0.07
H -1.884551 -0.838494 -3.416489 0.19 0.10 0.03
H 2.302293 -2.040655 3.259518 0.10 -0.05 0.11
C -0.865298 -0.793029 1.503464 -1.22 0.12 -0.09
H -1.972913 -0.064692 -0.802757 -0.11 0.42 -0.51
O 1.231705 -0.217254 -1.870072 0.02 -0.04 0.15
H -2.313440 -1.434813 3.027334 0.31 -0.33 -0.19
H 0.369886 -2.200743 0.387160 -0.03 0.40 -0.12
H -0.720524 1.489296 -4.237075 0.19 0.02 0.27
C -0.182638 1.520979 1.511654 0.53 -0.57 0.21
H -3.032389 -1.187366 1.437639 0.08 -0.04 -0.06
H 0.573497 3.491345 -2.371166 0.04 -0.02 0.41
C -1.731663 0.796903 -0.178903 -0.09 -1.23 1.17
H -0.065953 0.629598 -3.124318 0.27 0.20 -0.35
H 0.906637 1.516466 1.600309 -0.05 0.16 -0.10
H -0.544865 2.462174 1.113567 0.06 0.22 -0.21
O -0.428509 0.599437 -4.023526 -0.46 -0.23 -0.36
H -0.228131 -0.708660 2.372073 0.82 -0.30 -0.05
H 0.773675 2.348534 -1.312269 0.12 0.28 0.11
H -0.829373 -2.958192 1.331362 -0.10 0.33 0.33
H -0.541609 1.453448 2.544746 -0.31 -0.07 -0.05
H 3.355455 1.225453 2.330532 -0.06 0.08 -0.04
H -2.635884 0.145416 2.502111 0.32 0.18 -0.25
H 3.206186 -0.241610 2.106092 -0.38 0.07 0.06
O 3.115043 0.605188 1.631711 0.38 -0.02 -0.08
C -2.268539 -0.817439 2.127044 -0.75 0.28 0.33
O 2.530902 -1.224761 3.749039 0.01 -0.22 -0.14
H 0.721928 0.132731 -1.122276 -0.21 -0.32 0.46
H -1.323203 -2.226740 -0.127421 -0.04 0.63 -0.09
H 1.649792 -0.953014 4.081717 0.03 0.14 0.08
```
Positions in Å, forces in eV/Å.

The value obtained for the energy relative to the best compared isomer or geometry (same formula, charge and spin) is 0.000 eV. The LUMO energy (alpha / beta) is 2.64 / 2.53 eV. The value obtained for the highest occupied orbital energy (alpha / beta) is 0.44 / -5.83 eV. The spin multiplicity is 2. Its charge is -1.

***

[3]
C14H28Cl12IN5O5P | wB97M-V/def2-TZVPD

XYZ file:
```
66
Properties=species:S:1:pos:R:3:forces:R:3
H -2.441158 2.403608 -1.344869 0.27 -0.14 0.08
H 1.361452 -6.002513 2.881493 0.03 0.03 0.05
Cl -2.199338 6.955088 -1.895698 0.03 0.00 0.01
H -2.434723 8.904490 -3.187791 -0.05 -0.01 0.05
Cl 0.264056 -4.033056 2.262496 0.02 0.08 -0.02
O -3.298414 -1.597465 0.415403 -0.26 0.48 0.09
C 6.503399 -4.726452 0.736985 0.06 -0.11 0.07
N -2.171079 0.360311 -0.987441 -0.56 0.12 0.00
C 1.126022 -0.378855 2.369268 0.02 -0.04 0.00
C -2.730622 1.445848 -1.813702 -0.31 0.49 0.15
H 2.337382 2.477343 1.043076 0.04 0.03 0.05
Cl 5.667262 -3.406158 -0.102860 -0.02 -0.11 -0.15
Cl 8.617147 -5.513259 4.734828 0.02 -0.02 0.04
H 7.267631 -4.775104 6.507712 0.00 0.08 -0.04
H 0.610972 -0.344138 3.332641 0.00 0.16 0.01
C 1.644511 -5.145992 2.282125 0.07 -0.17 -0.07
H 6.617518 -5.544820 0.036408 0.01 0.04 -0.04
H 1.342189 2.800990 2.471505 -0.13 -0.29 0.03
C -1.157198 0.622384 -0.145698 0.11 -0.20 0.24
H -0.697015 2.664253 -0.492216 0.42 0.06 -0.03
H 2.030425 4.280271 -0.795616 0.00 0.01 0.00
C 0.227648 -5.366425 -2.471222 -0.06 0.11 0.04
H -4.422836 2.257301 -2.358482 -0.24 -0.27 -0.43
H -4.413955 2.455348 -0.031677 -0.14 0.03 0.07
H -1.554654 7.620100 -4.055886 -0.01 -0.05 0.01
Cl -3.881724 7.404190 -4.264263 0.06 0.12 -0.09
H -0.188235 4.152091 0.922860 0.05 0.36 0.29
C 2.542334 0.096873 2.576543 0.68 0.37 0.22
Cl -7.136610 3.265908 -4.207954 0.01 0.00 -0.01
I 4.085374 -0.936278 1.530068 -0.37 0.07 0.03
H 1.852127 -5.444280 1.260628 0.00 0.09 -0.02
C 0.342660 0.371759 1.348037 -0.33 -0.35 -0.28
C 7.081804 -5.270782 5.562806 0.01 -0.06 0.05
H 1.118768 -1.408124 2.033189 -0.03 -0.21 -0.04
O -1.568944 -2.158313 -1.362954 -0.13 0.12 0.01
Cl 3.105975 -4.428334 2.977510 -0.25 -0.08 -0.07
H 6.619132 -6.236976 5.723255 -0.03 0.01 -0.06
N -4.174531 1.399048 -1.873613 0.31 0.26 0.41
N -0.534944 1.800610 0.003310 -0.35 0.16 -0.39
O 2.815075 1.009964 3.290666 -0.15 -0.02 0.04
Cl 0.410049 -6.758101 -1.390486 -0.02 0.00 0.03
C -4.768075 1.544851 -0.536793 0.08 -0.11 -0.07
H -5.381760 4.670224 -4.891266 0.03 -0.03 0.03
N 0.431515 1.645794 0.957030 0.15 -0.40 0.45
H -6.704950 5.575561 -4.109745 -0.02 -0.01 0.07
H -3.872548 -2.205657 -2.469030 0.00 0.04 -0.07
C -6.094120 4.681417 -4.075078 -0.04 -0.01 -0.10
C 0.892614 4.062885 0.801357 0.00 -0.49 -0.23
H 1.394452 4.864368 1.341417 -0.05 0.06 -0.01
H -5.849862 1.564090 -0.637640 -0.01 0.17 0.00
N -0.615932 -0.274080 0.690970 -0.16 0.16 0.07
H -2.576630 -1.768435 1.040243 -0.03 -0.07 0.01
H -0.380824 -4.621439 -1.969992 0.06 0.04 0.02
O -3.887434 -1.350737 -2.013694 -0.32 0.44 0.28
H 5.904626 -5.026500 1.590196 -0.01 0.09 0.02
C -2.397391 7.846185 -3.414483 0.03 0.03 -0.05
Cl 5.961189 -4.269220 4.616166 0.09 0.02 0.08
Cl 1.789171 -4.641817 -2.877780 -0.05 0.01 0.01
H -2.293942 1.429174 -2.812288 -0.11 -0.16 -0.06
Cl -5.190748 4.692064 -2.548876 0.01 -0.04 0.12
Cl 8.095131 -4.235673 1.302192 0.03 0.01 -0.01
C 1.333015 2.723827 1.386697 0.07 0.61 -0.25
P -2.694939 -1.289083 -1.008084 1.49 -1.38 -0.56
H -0.247622 -5.701468 -3.385276 0.07 -0.06 -0.01
H -4.532100 0.693950 0.101171 0.04 -0.04 -0.06
O 1.102235 4.117364 -0.597799 -0.12 -0.01 -0.01
```
Positions in Å, forces in eV/Å.

The LUMO energy is -2.66 eV. The value obtained for the highest occupied orbital energy is -11.99 eV. The spin multiplicity is 1. Its charge is +1.

***

no.,electronic energy (eV),molecular weight (g mol⁻¹)
1,-103148.9322,835.7
2,-19364.8148,195.3
3,-200315.1130,929.7